# 1
Entry from OMol25: 2 unconnected molecules or ions with the total composition C15H26N5O3 (ωB97M-V with the def2-TZVPD basis set).

Cartesian coordinates (Å):
1 C 6.606 -2.958 1.382
2 C 5.920 -2.135 0.782
3 N 4.855 -1.179 0.566
4 C 3.504 -1.639 0.694
5 C 2.719 -0.395 0.454
6 C 1.147 -0.406 0.517
7 C 0.515 -1.854 0.281
8 N -0.934 -1.958 0.565
9 C -1.778 -1.177 -0.384
10 C -1.908 -1.969 -1.789
11 C -1.259 -1.693 1.967
12 C -1.719 -0.301 2.568
13 O -1.171 -2.640 2.757
14 N 3.600 0.697 0.197
15 C 3.278 2.126 -0.056
16 O 1.957 2.355 -0.531
17 C 1.189 3.070 0.469
18 C -0.382 3.075 0.142
19 C 4.924 0.179 0.274
20 H 7.224 -3.707 1.959
21 H 3.131 -2.663 0.950
22 H 0.860 -0.032 1.558
23 H 0.650 0.294 -0.231
24 H 0.656 -2.104 -0.823
25 H 1.024 -2.685 0.868
26 H -1.471 -0.095 -0.525
27 H -2.834 -1.190 0.048
28 H -2.990 -2.281 -1.977
29 H -1.282 -2.923 -1.751
30 H -1.539 -1.267 -2.607
31 H -2.788 -0.067 2.260
32 H -1.610 -0.382 3.701
33 H -1.064 0.574 2.233
34 H 3.400 2.682 0.937
35 H 4.031 2.620 -0.762
36 H 1.481 4.174 0.552
37 H 1.278 2.622 1.516
38 H -0.620 3.643 -0.814
39 H -0.803 2.020 0.074
40 H -0.980 3.588 0.970
41 H 5.895 0.746 0.138
42 C -5.073 0.394 -2.028
43 O -4.448 -0.219 -1.175
44 N -6.227 1.054 -1.757
45 N -4.667 0.466 -3.322
46 H -6.755 1.562 -2.442
47 H -6.560 1.024 -0.808
48 H -3.815 -0.012 -3.563
49 H -5.165 0.963 -4.038

Energy, eV: -29558.6079
Energy relative to the best compared isomer or geometry (same formula, charge and spin), kJ/mol: 742.4
HOMO energy, eV: -11.500
Total charge: +1

=====

# 2
Entry from OMol25: a molecular structure, C15H26NO2S (ωB97M-V with the def2-TZVPD basis set).

Cartesian coordinates (Å):
1 C 6.381 0.409 -0.758
2 C 5.337 0.634 0.129
3 C 4.043 1.045 -0.634
4 C 2.770 1.257 0.293
5 C 2.239 -0.091 0.954
6 H 1.369 0.259 1.861
7 H 2.944 -0.497 1.826
8 S 1.565 -1.252 -0.076
9 C -0.231 -1.102 0.058
10 C -0.690 0.104 0.237
11 C -2.148 0.561 0.349
12 C -3.072 -0.629 0.219
13 C -2.397 -2.168 0.082
14 C -1.024 -2.144 0.136
15 O -0.778 -3.557 -0.171
16 C 0.472 -4.099 0.070
17 H 1.091 -4.061 0.945
18 H 1.100 -3.710 -0.793
19 H 0.514 -5.031 -0.272
20 H -3.089 -2.806 0.299
21 C -4.510 -0.568 0.350
22 H -4.824 0.217 1.411
23 C -5.105 0.049 -0.801
24 H -6.229 -0.243 -0.712
25 H -4.617 -0.376 -1.950
26 N -4.824 1.433 -0.977
27 H -3.940 1.443 -0.532
28 H -5.576 2.066 -0.445
29 H -5.036 1.702 -1.823
30 H -4.857 -1.574 0.757
31 O -2.655 1.748 0.352
32 C -1.847 2.735 0.425
33 H -2.441 3.658 0.711
34 H -1.219 2.786 -0.358
35 H -1.213 2.587 1.435
36 H -0.017 1.195 0.277
37 H 3.051 2.063 0.864
38 H 1.901 1.725 -0.017
39 H 3.592 0.146 -1.216
40 H 3.939 1.936 -1.172
41 H 5.140 -0.325 0.911
42 H 5.293 1.550 1.032
43 H 6.400 1.248 -1.426
44 H 7.198 0.044 -0.278
45 H 6.000 -0.367 -1.572

Energy, eV: -32377.5685
Energy relative to the best compared isomer or geometry (same formula, charge and spin), kJ/mol: 1282.3
HOMO energy, eV: -10.916
Total charge: +1

=====

# 3
Entry from OMol25: 2 unconnected molecules or ions with the total composition C15H26NO3 (ωB97M-V with the def2-TZVPD basis set).

Cartesian coordinates (Å):
1 C -3.806 -0.674 -1.557
2 O -3.057 -1.537 -0.731
3 C -1.734 -1.560 -1.021
4 C -0.856 -2.390 -0.308
5 C 0.532 -2.454 -0.570
6 C 1.335 -3.299 0.159
7 C 0.810 -4.109 1.168
8 C 1.694 -5.021 1.944
9 C -0.559 -4.047 1.431
10 C -1.374 -3.209 0.714
11 H -4.848 -0.751 -1.256
12 H -3.483 0.359 -1.427
13 H -3.723 -0.974 -2.602
14 H -1.351 -0.933 -1.812
15 H 0.950 -1.836 -1.346
16 H 2.391 -3.351 -0.044
17 H 1.127 -5.578 2.692
18 H 2.180 -5.741 1.284
19 H 2.472 -4.457 2.460
20 H -0.976 -4.668 2.205
21 H -2.432 -3.161 0.910
22 C 2.801 3.329 3.167
23 O 1.636 3.314 2.373
24 C 1.025 2.031 2.309
25 C -0.197 2.050 1.400
26 N 0.142 2.430 0.033
27 C -0.987 2.529 -0.883
28 C -0.521 2.845 -2.294
29 O 0.255 1.776 -2.822
30 C 0.865 2.109 -4.048
31 H 3.223 4.334 3.137
32 H 2.554 3.074 4.199
33 H 3.532 2.621 2.774
34 H 1.770 1.318 1.937
35 H 0.761 1.730 3.331
36 H -0.718 1.085 1.398
37 H -0.909 2.792 1.775
38 H 0.854 1.802 -0.350
39 H -1.538 1.583 -0.878
40 H -1.669 3.297 -0.502
41 H -1.363 3.034 -2.973
42 H 0.106 3.745 -2.284
43 H 1.531 1.293 -4.333
44 H 0.107 2.244 -4.822
45 H 1.448 3.026 -3.937

Energy, eV: -23600.5539
Energy relative to the best compared isomer or geometry (same formula, charge and spin), kJ/mol: 400.7
HOMO energy, eV: -11.114
Total charge: +1

=====

# 4
Entry from OMol25: 9 unconnected molecules or ions with the total composition C15H27Cl12FO9 (ωB97M-V with the def2-TZVPD basis set).

Cartesian coordinates (Å):
1 C -1.519 -2.861 -2.476
2 O -1.674 -3.894 -1.525
3 C -2.873 -4.336 -1.207
4 O -3.918 -3.955 -1.679
5 O -2.727 -5.254 -0.247
6 C -3.911 -5.919 0.220
7 H -1.621 -3.253 -3.487
8 H -0.534 -2.427 -2.344
9 H -2.272 -2.089 -2.308
10 H -3.599 -6.430 1.122
11 H -4.278 -6.584 -0.561
12 H -4.672 -5.160 0.409
13 C 2.745 -4.666 2.297
14 O 1.746 -3.734 2.642
15 C 0.856 -3.420 1.719
16 O 0.687 -3.956 0.668
17 O 0.164 -2.379 2.165
18 C -0.939 -1.993 1.383
19 H 2.658 -5.583 2.872
20 H 3.728 -4.208 2.442
21 H 2.767 -4.883 1.226
22 H -1.463 -1.140 1.819
23 H -1.716 -2.761 1.352
24 H -0.706 -1.691 0.362
25 C 1.991 2.113 -3.403
26 C 2.391 2.936 -4.629
27 O 3.464 3.694 -4.161
28 C 3.509 3.663 -2.811
29 O 4.272 4.271 -2.149
30 O 2.550 2.858 -2.331
31 F 1.382 3.789 -5.017
32 H 2.469 1.133 -3.450
33 H 0.916 2.018 -3.305
34 H 2.584 2.328 -5.512
35 C -4.419 0.773 -0.918
36 Cl -3.798 -0.481 0.116
37 Cl -5.060 0.133 -2.433
38 H -5.153 1.353 -0.366
39 H -3.624 1.463 -1.192
40 C -2.827 2.959 3.923
41 Cl -4.578 3.059 4.162
42 Cl -2.134 4.460 3.283
43 H -2.327 2.578 4.803
44 H -2.742 2.278 3.083
45 C 5.124 0.079 -0.109
46 Cl 6.274 1.453 -0.021
47 Cl 3.612 0.526 0.649
48 H 4.946 -0.176 -1.147
49 H 5.615 -0.738 0.406
50 C 1.913 2.368 4.465
51 Cl 1.297 2.703 2.851
52 Cl 2.621 0.753 4.462
53 H 2.688 3.085 4.710
54 H 1.122 2.378 5.206
55 C -0.408 5.454 -1.111
56 Cl 1.092 4.951 -0.294
57 Cl -0.829 4.384 -2.460
58 H -1.259 5.529 -0.443
59 H -0.215 6.448 -1.501
60 C 0.273 1.217 0.026
61 Cl -1.274 1.957 0.523
62 Cl -0.016 0.201 -1.380
63 H 0.981 1.995 -0.244
64 H 0.646 0.630 0.858

Energy, eV: -187407.0779
Energy relative to the best compared isomer or geometry (same formula, charge and spin), kJ/mol: 0.0
HOMO energy, eV: -10.571
SMILES: O=C1OC[C@@H](F)O1.COC(=O)OC.COC(=O)OC.ClCCl.ClCCl.ClCCl.ClCCl.ClCCl.ClCCl

=====

# 5
Entry from OMol25: a molecular structure, C15H27Cl16FN2O3P (ωB97M-V with the def2-TZVPD basis set).

Cartesian coordinates (Å):
1 C 4.732 2.247 -1.446
2 C 4.048 1.320 -2.648
3 C 2.771 0.466 -2.066
4 F 2.641 -0.874 -2.735
5 N 1.442 1.262 -2.121
6 C 0.243 0.393 -1.901
7 C -1.231 1.187 -1.896
8 P -2.896 0.305 -1.579
9 O -2.654 -1.199 -1.076
10 O -4.034 0.418 -2.892
11 O -3.633 1.135 -0.198
12 C -1.043 2.795 -2.169
13 C 0.427 3.458 -2.387
14 N 1.622 2.581 -2.358
15 H 5.813 2.602 -1.717
16 H 4.002 3.154 -1.194
17 H 4.811 1.578 -0.475
18 H 4.885 0.517 -2.927
19 H 3.836 1.917 -3.632
20 H 2.973 0.330 -0.897
21 H 0.305 -0.780 -1.692
22 H -4.331 1.388 -2.896
23 H -3.116 1.970 0.022
24 H -1.983 3.514 -2.199
25 H 0.502 4.622 -2.558
26 C 1.776 1.624 1.859
27 Cl 0.293 1.129 1.034
28 Cl 3.157 0.660 1.320
29 H 1.970 2.677 1.641
30 H 1.646 1.488 2.936
31 C -5.678 -2.719 -3.416
32 Cl -5.269 -4.408 -3.094
33 Cl -6.809 -2.585 -4.767
34 H -6.137 -2.288 -2.523
35 H -4.764 -2.172 -3.661
36 C -1.017 0.080 4.434
37 Cl -1.781 -0.687 5.832
38 Cl -0.142 1.540 4.909
39 H -0.315 -0.625 3.982
40 H -1.790 0.347 3.709
41 C -1.104 -1.344 -5.140
42 Cl -1.235 -0.136 -3.856
43 Cl 0.307 -2.381 -4.896
44 H -2.005 -1.963 -5.140
45 H -1.008 -0.833 -6.101
46 C -0.117 -3.916 -1.032
47 Cl -0.881 -4.683 0.366
48 Cl 0.758 -2.455 -0.558
49 H 0.585 -4.621 -1.485
50 H -0.890 -3.649 -1.757
51 C 4.698 -3.090 1.083
52 Cl 4.496 -1.831 -0.142
53 Cl 4.808 -4.689 0.339
54 H 5.614 -2.895 1.645
55 H 3.839 -3.070 1.758
56 C -5.432 -1.810 5.303
57 Cl -7.119 -1.295 5.412
58 Cl -4.783 -1.527 3.683
59 H -4.840 -1.245 6.027
60 H -5.370 -2.878 5.530
61 C 2.880 3.918 6.611
62 Cl 1.474 4.086 5.553
63 Cl 4.300 4.704 5.912
64 H 2.656 4.379 7.576
65 H 3.094 2.855 6.752

Energy, eV: -237466.4339
HOMO energy, eV: -12.370
Total charge: +1

=====

# 6
Entry from OMol25: 9 unconnected molecules or ions with the total composition C15H27Cl21 (ωB97M-V with the def2-TZVPD basis set).

Cartesian coordinates (Å):
1 Cl 4.307 2.616 0.982
2 C 2.925 3.702 1.637
3 C 3.107 3.933 3.135
4 Cl 4.478 4.894 3.664
5 H 1.960 3.220 1.480
6 H 2.922 4.665 1.126
7 H 3.147 2.989 3.680
8 H 2.198 4.449 3.445
9 Cl 0.901 0.881 1.172
10 C 0.605 -0.566 0.167
11 C -0.808 -0.541 -0.305
12 Cl -1.327 -2.180 -0.864
13 H 0.913 -1.443 0.735
14 H 1.199 -0.445 -0.739
15 H -1.077 0.136 -1.116
16 H -1.467 -0.333 0.538
17 Cl -5.025 -3.568 -1.021
18 C -4.926 -2.112 -2.089
19 C -6.121 -1.188 -1.826
20 Cl -5.976 0.196 -2.953
21 H -4.932 -2.514 -3.102
22 H -3.984 -1.598 -1.897
23 H -6.229 -0.898 -0.781
24 H -7.037 -1.759 -1.979
25 Cl 3.690 -1.805 4.192
26 C 2.673 -0.399 4.031
27 C 2.009 -0.309 5.421
28 Cl 0.797 0.952 5.408
29 H 1.970 -0.673 3.243
30 H 3.300 0.360 3.563
31 H 2.787 -0.086 6.150
32 H 1.580 -1.249 5.768
33 Cl -0.250 -0.578 -4.041
34 C 0.255 -2.235 -4.281
35 C -0.275 -2.721 -5.630
36 Cl 0.609 -1.855 -6.954
37 H -0.287 -2.766 -3.499
38 H 1.330 -2.405 -4.233
39 H -1.347 -2.526 -5.669
40 H -0.228 -3.800 -5.772
41 Cl -1.224 3.740 -2.038
42 C 0.245 3.112 -2.900
43 C 0.061 2.937 -4.489
44 Cl -0.474 4.479 -5.263
45 H 0.486 2.173 -2.401
46 H 1.114 3.704 -2.615
47 H -0.682 2.202 -4.799
48 H 0.975 2.706 -5.036
49 C 5.658 -1.226 1.407
50 Cl 6.275 -2.846 1.265
51 Cl 3.874 -1.197 1.034
52 Cl 6.693 -0.145 0.474
53 H 5.750 -0.830 2.418
54 C -1.282 -3.888 2.660
55 Cl -3.004 -3.611 2.638
56 Cl -0.907 -5.585 3.089
57 Cl -0.375 -2.713 3.675
58 H -0.963 -3.723 1.631
59 C -4.041 2.077 1.616
60 Cl -3.303 0.584 2.356
61 Cl -4.540 3.291 2.967
62 Cl -5.426 1.730 0.488
63 H -3.273 2.588 1.035

Energy, eV: -278953.4146
HOMO energy (spin up / spin down), eV: -12.361 / -12.361
Total charge: +1
2S+1: 2